Record 1
A structure of composition C22H62AlBrF4N10O3P3. Source: OMol25; level of theory: ωB97M-V/def2-TZVPD.

The geometry in ORCA input format:
```
! RIJCOSX wB97M-V def2-TZVPD def2/J DEFGRID3
* xyz -1 1
Br 6.451 0.962 -7.633
P 2.276 -0.602 -0.435
P -2.920 3.544 0.259
P -2.838 -4.264 2.517
Al 7.586 0.784 -5.494
F 9.575 -0.662 -6.881
F 10.264 -0.044 -4.854
F 10.255 2.686 -6.052
F 10.109 1.551 -7.976
O -1.974 -3.778 1.393
O -2.713 2.088 0.546
O 3.590 -0.259 -1.065
N 2.836 -1.751 0.740
N -3.929 3.392 -1.142
N 6.661 2.597 -3.201
N -2.504 5.128 -0.207
N -3.678 4.080 1.712
N 1.773 0.939 0.160
N -3.437 -5.748 1.880
N -3.246 -4.692 4.116
N 0.704 -1.240 -0.316
N -3.946 -2.934 2.585
C -3.612 2.244 -1.988
C 3.963 -2.564 0.293
C -3.202 -3.677 5.174
C -3.202 -6.065 4.622
C -0.503 -0.440 -0.531
C -3.035 3.599 2.928
C 7.292 2.549 -4.552
C -3.349 -1.635 2.272
C 6.236 1.339 -2.607
C -4.753 -5.955 1.322
C 9.569 0.390 -5.971
C -5.090 4.331 1.882
C 1.855 1.382 1.530
C -5.347 3.667 -1.161
C -2.416 -6.580 1.254
C 2.920 -1.493 2.157
C -2.160 6.186 0.745
C -2.013 5.381 -1.566
C 1.934 2.024 -0.800
C 0.473 -2.682 -0.453
C -5.316 -2.989 2.131
C 10.396 1.472 -6.650
H -2.738 -2.757 4.831
H -0.315 -2.903 -1.175
H 5.526 0.805 -3.225
H 4.927 -2.056 0.421
H -2.832 -7.547 0.970
H -3.054 6.756 1.008
H -1.977 3.877 2.937
H -5.534 -5.655 2.021
H 3.593 -0.658 2.400
H -4.924 -7.022 1.161
H -4.217 -3.439 5.502
H -1.081 5.950 -1.563
H -2.626 -4.014 6.038
H -5.698 3.416 1.856
H -1.982 -6.119 0.361
H 11.461 1.205 -6.587
H 7.103 0.719 -2.351
H 3.983 -3.503 0.855
H -0.338 0.379 -1.227
H -5.548 4.719 -0.943
H -3.288 -1.446 1.195
H -3.940 -0.839 2.733
H 3.862 -2.823 -0.759
H -2.458 -6.672 4.114
H -1.601 -6.781 1.958
H -2.536 2.081 -2.036
H -0.855 -0.025 0.414
H -4.178 -6.539 4.501
H 8.241 3.087 -4.474
H -5.402 -3.228 1.063
H 7.015 -0.537 -4.821
H -1.809 4.459 -2.101
H 1.404 1.793 -1.730
H -3.489 4.056 3.807
H 0.182 -3.095 0.512
H -2.953 -6.090 5.683
H -1.438 6.883 0.319
H -1.318 -1.037 -0.945
H -5.743 3.502 -2.165
H -1.716 5.798 1.657
H -5.915 3.028 -0.473
H 2.888 1.546 1.870
H 1.306 2.320 1.650
H 2.982 2.219 -1.051
H -5.900 -3.702 2.718
H 7.230 3.111 -2.551
H 5.702 1.576 -1.685
H -5.798 -2.022 2.291
H 1.360 -3.209 -0.795
H 6.676 3.168 -5.211
H 1.499 2.947 -0.410
H -3.096 2.510 3.037
H 1.931 -1.308 2.583
H -3.953 2.436 -3.009
H -2.341 -1.561 2.680
H -4.075 1.316 -1.630
H -4.902 -5.438 0.364
H -5.266 4.827 2.840
H -5.463 5.034 1.137
H -2.762 5.939 -2.132
H 3.296 -2.379 2.674
H 1.356 0.685 2.204
*
```

As for the strongest force on any atom: 5.32 eV/A. Its energy is -160239.7986 eV. The calculation puts the gap between HOMO and LUMO at 5.738 eV.

These are the Mulliken partial charges, in e, on atoms 1 to 6: atom 1 (Br): -0.53, atom 2 (P): 0.76, atom 3 (P): 1.14, atom 4 (P): 0.80, atom 5 (Al): 0.30, atom 6 (F): -0.32


Record 2
A cluster of 8 separate species, C22H62Br4O24P6 in total. Source: OMol25; level of theory: ωB97M-V/def2-TZVPD.

The geometry in ORCA input format:
```
! RIJCOSX wB97M-V def2-TZVPD def2/J DEFGRID3
* xyz 0 1
Br 11.149 14.686 15.325
Br 20.982 8.462 19.136
Br 20.797 11.896 15.938
Br 12.985 10.707 16.764
P 15.969 12.345 11.468
P 19.917 13.273 20.747
P 17.475 19.947 17.333
P 20.336 16.573 12.937
P 9.265 13.485 21.199
P 15.244 15.070 17.030
O 17.492 12.097 11.767
O 15.029 12.455 12.607
O 17.116 21.426 17.840
O 14.244 15.559 18.150
O 18.809 19.766 16.691
O 9.521 12.861 22.610
O 8.873 12.278 20.247
O 15.600 11.106 10.590
O 8.244 14.540 21.308
O 20.456 13.856 22.112
O 15.169 13.468 17.034
O 16.236 19.747 16.328
O 20.670 12.259 20.009
O 10.624 13.841 20.571
O 19.698 16.304 11.626
O 16.038 13.682 10.519
O 20.143 18.075 13.318
O 14.579 15.562 15.727
O 19.825 14.605 19.939
O 21.878 16.370 12.911
O 19.861 15.689 14.123
O 18.462 12.831 21.177
O 17.334 19.133 18.645
O 16.613 15.535 17.216
C 13.648 16.891 17.853
C 16.356 10.869 9.421
C 21.519 10.640 17.258
C 10.299 11.572 22.709
C 19.991 16.057 15.503
C 16.472 18.698 15.299
C 21.679 14.545 22.126
C 12.216 12.512 16.742
C 15.061 15.162 14.393
C 18.175 12.876 12.784
C 14.967 14.628 10.465
C 20.379 9.908 17.965
C 10.911 15.175 20.071
C 7.658 11.522 20.471
C 19.967 14.685 18.523
C 15.952 21.576 18.762
C 17.989 17.857 18.712
C 16.374 12.737 17.328
C 12.311 13.118 15.380
C 20.894 18.882 14.227
C 22.457 15.663 11.828
C 18.007 11.513 20.733
H 12.720 13.028 17.512
H 17.275 13.224 16.964
H 13.584 17.361 18.854
H 22.526 13.928 21.767
H 12.011 15.206 19.963
H 9.970 10.952 21.868
H 16.794 11.739 8.898
H 17.587 11.136 21.637
H 12.724 16.846 17.337
H 13.273 13.423 15.211
H 18.820 10.921 20.419
H 20.765 13.990 18.260
H 22.185 14.573 11.935
H 16.368 12.571 18.410
H 21.579 15.496 21.607
H 10.131 11.242 23.772
H 11.374 11.850 22.615
H 19.024 14.439 18.049
H 11.145 12.360 17.007
H 14.241 14.360 11.224
H 6.807 12.079 20.020
H 16.318 21.681 19.784
H 14.542 14.682 9.474
H 15.243 20.734 18.712
H 14.794 14.146 14.063
H 22.109 11.206 17.934
H 11.974 12.514 14.534
H 17.169 10.203 9.661
H 14.396 17.459 17.286
H 7.768 10.567 19.916
H 20.218 19.521 14.781
H 15.418 15.565 10.807
H 16.082 19.089 14.341
H 16.279 11.764 16.904
H 16.059 15.458 14.247
H 15.669 10.382 8.725
H 21.879 14.817 23.171
H 20.249 15.767 18.333
H 19.705 9.531 17.227
H 14.570 15.928 13.817
H 22.112 16.070 10.895
H 17.591 17.239 19.478
H 18.012 17.304 17.783
H 21.706 19.522 13.779
H 18.956 12.241 13.256
H 17.505 13.299 13.540
H 7.544 11.336 21.527
H 17.494 18.553 15.158
H 19.435 16.976 15.722
H 23.510 15.777 11.910
H 21.534 18.212 14.841
H 18.580 13.721 12.226
H 19.721 15.211 16.073
H 17.297 11.687 19.954
H 15.958 17.735 15.576
H 10.461 15.258 19.051
H 19.086 18.153 18.899
H 15.374 22.482 18.427
H 22.168 9.998 16.715
H 10.606 15.973 20.753
H 21.051 16.134 15.611
H 19.778 10.576 18.623
*
```

As for the strongest force on any atom: 3.44 eV/A. The SMILES is COP(=O)(OC)OC.COP(=O)(OC)OC.COP(=O)(OC)OC.COP(=O)(OC)OC.COP(=O)(OC)OC.COP(=O)(OC)OC.BrCCBr.BrCCBr. Its energy is -408875.4768 eV. As for the energy above the lowest of the compared OMol25 structures with the same formula, charge and spin: 37.73 kcal/mol. The calculation puts the gap between HOMO and LUMO at 10.551 eV.

These are the Mulliken partial charges, in e, on atoms 1 to 6: atom 1 (Br): -0.20, atom 2 (Br): -0.18, atom 3 (Br): -0.12, atom 4 (Br): -0.22, atom 5 (P): 0.93, atom 6 (P): 0.75


Record 3
A structure of composition C22H62InN4Na2O11S. Source: OMol25; level of theory: ωB97M-V/def2-TZVPD.

The geometry in ORCA input format:
```
! RIJCOSX wB97M-V def2-TZVPD def2/J DEFGRID3
* xyz 2 2
In -2.410 -3.420 -0.961
S -0.157 -0.696 -1.321
Na -2.437 0.881 -2.376
Na -0.829 -1.681 -4.659
O -1.420 -0.717 -0.502
O -3.040 5.480 1.279
O -0.356 0.036 -2.615
O 1.182 -1.612 1.518
O 3.290 4.766 0.941
O 0.920 -0.207 -0.441
O -4.181 -1.492 4.538
O 2.443 -2.575 -2.778
O 0.092 -2.115 -1.644
O 0.939 -7.260 0.167
O -0.304 2.624 -3.490
N -3.740 -2.591 1.878
N -2.122 2.330 -0.279
N 0.352 -4.890 -1.050
N 0.800 2.507 -0.341
C 1.906 4.555 0.660
C 0.509 -7.236 -1.190
C 0.959 -5.924 -1.908
C -3.598 -1.192 2.201
C 3.263 -0.544 -3.458
C -3.058 -1.028 3.644
C 2.590 3.314 -1.570
C 3.419 -1.938 2.347
C 1.985 3.233 -0.230
C -2.069 4.653 0.706
C 0.398 4.737 -4.493
C -2.288 2.509 2.135
C -2.671 6.856 1.486
C 2.442 -5.738 -1.892
C -4.884 -0.510 2.024
C -2.625 3.203 0.821
C 3.286 5.863 1.756
C 0.791 -8.590 0.719
C 0.451 3.178 -4.551
C -4.066 -1.182 5.913
C 3.374 -1.604 -2.355
C 2.278 -2.458 1.443
H -1.588 6.928 1.391
H -0.275 -8.789 0.823
H 4.226 6.409 1.683
H 0.540 2.471 -1.317
H 2.353 0.055 -3.415
H -5.711 -1.109 2.404
H 4.211 -2.670 2.192
H 2.987 -1.135 -1.450
H -0.571 -7.379 -1.213
H -4.922 -1.492 6.513
H -4.850 0.497 2.441
H -5.162 -0.462 0.971
H 0.985 -8.055 -1.730
H 1.534 5.293 -0.051
H 1.053 -4.178 -1.199
H -2.742 0.007 3.775
H 2.553 -2.805 0.447
H 0.125 2.821 -5.528
H 3.662 3.499 -1.643
H -1.142 2.577 -0.278
H 0.538 5.136 -3.489
H 0.576 -5.419 -0.219
H -1.095 4.687 1.194
H -2.197 3.208 2.967
H 1.877 -3.314 1.985
H 1.240 5.129 -5.064
H 4.337 -2.099 -2.230
H 2.845 -5.238 -1.012
H -0.173 1.675 -3.544
H -3.085 7.292 2.395
H 1.487 2.850 -4.632
H 2.555 2.370 -2.114
H 3.284 -1.950 3.429
H 0.475 -5.971 -2.883
H 1.285 4.390 1.541
H 1.288 -8.854 1.652
H -4.598 -2.773 1.378
H 2.922 5.612 2.753
H 1.641 -2.283 -2.338
H 1.200 -1.004 0.776
H -3.707 3.289 0.726
H -3.855 -0.123 6.062
H 3.722 -0.958 1.978
H -1.997 1.394 0.079
H -0.509 5.150 -4.936
H 2.591 2.569 0.387
H -4.066 -2.887 2.787
H 3.022 -6.659 -1.959
H 3.974 0.219 -3.145
H -3.216 -1.781 6.239
H -3.038 7.594 0.773
H 0.851 1.515 -0.159
H -2.216 -1.700 3.815
H 2.043 4.061 -2.146
H 2.615 6.588 1.294
H -1.291 2.072 2.193
H 3.604 -1.000 -4.388
H -2.778 -0.831 1.580
H -1.939 4.856 -0.357
H 1.181 -9.376 0.071
H 2.897 -5.118 -2.665
H -2.968 1.683 2.339
*
```

As for the strongest force on any atom: 4.12 eV/A. The expectation value of S² is 0.755. Its energy is -77125.5857 eV. As for the energy above the lowest of the compared OMol25 structures with the same formula, charge and spin: 28.75 kcal/mol. The calculation puts the gap between HOMO and LUMO (alpha / beta) at 6.168 / 3.801 eV.

These are the Mulliken partial charges, in e, on atoms 1 to 6: atom 1 (In): 0.98, atom 2 (S): 0.87, atom 3 (Na): 0.96, atom 4 (Na): 0.89, atom 5 (O): -0.70, atom 6 (O): -0.39


Record 4
A cluster of 8 separate species, C22H63N3O8 in total. Source: OMol25; level of theory: ωB97M-V/def2-TZVPD.

The geometry in ORCA input format:
```
! RIJCOSX wB97M-V def2-TZVPD def2/J DEFGRID3
* xyz 0 1
O -3.523 3.998 2.371
O -1.408 -5.744 0.508
O 0.062 -1.804 -1.716
O -4.042 -1.066 4.229
O 4.045 -2.515 2.656
O 3.761 0.425 -5.514
O 0.011 2.931 -1.997
O 3.670 2.377 -0.235
N 2.672 -3.119 -5.352
N 1.592 0.462 -0.863
N -3.938 1.458 6.860
C 1.496 -1.064 -4.717
C 2.485 -1.686 -5.662
C 3.323 0.990 -6.727
C -3.650 -5.516 1.325
C 0.709 -0.303 0.014
C 3.832 -0.982 -5.562
C -0.452 -0.936 -0.723
C -3.215 2.560 0.475
C 1.152 3.050 -2.845
C -2.183 -5.472 1.676
C 4.870 -0.289 2.144
C -5.911 0.477 5.731
C 3.881 4.633 0.417
C 3.920 -1.396 1.759
C 0.160 0.635 1.073
C -3.536 2.644 1.954
C -4.461 0.278 6.163
C 0.696 3.580 -4.198
C 3.090 3.357 0.615
C -3.354 -1.241 3.025
C -3.566 0.038 4.966
C -0.689 -2.986 -1.847
H 2.039 -0.160 -1.537
H 3.638 -3.338 -5.147
H -3.618 0.943 4.349
H 4.916 -2.899 2.518
H 3.837 0.535 -7.583
H -2.414 -1.792 3.144
H -0.218 1.564 0.645
H 0.435 4.640 -4.171
H -0.484 -5.565 0.707
H 0.868 0.884 1.864
H -3.898 3.160 -0.125
H -0.708 -3.555 -0.911
H -6.391 -0.499 5.653
H 3.964 4.787 -0.657
H 1.746 -1.360 -3.691
H 1.721 2.135 -3.015
H -3.029 1.219 7.251
H 4.080 -1.778 0.747
H -4.536 2.241 2.161
H 1.885 3.711 -2.373
H 1.085 1.048 -1.521
H 3.060 2.988 1.645
H -1.950 -4.484 2.094
H -4.478 -0.614 6.805
H 1.436 3.438 -4.991
H 3.481 2.064 -6.688
H 5.906 -0.627 2.123
H -0.375 -3.582 -2.700
H -3.117 -0.272 2.554
H 4.317 -1.331 -4.643
H 4.759 0.571 1.475
H 2.133 -1.641 -6.698
H -0.263 3.833 -1.810
H 1.265 -1.131 0.454
H 4.883 4.477 0.822
H 3.109 1.583 -0.205
H -4.491 1.630 7.695
H 2.887 -1.074 1.866
H -1.747 -2.736 -2.033
H -3.837 -4.938 0.419
H -6.463 1.006 6.511
H -2.534 -0.122 5.310
H 2.053 3.544 0.291
H -3.943 -6.542 1.099
H 2.245 0.830 -6.881
H 4.540 -1.265 -6.357
H 1.486 0.025 -4.704
H 2.099 -3.380 -4.563
H -3.960 -1.710 2.248
H -2.802 2.011 2.470
H -3.246 1.520 0.146
H -1.127 -0.196 -1.173
H -0.681 0.144 1.579
H -6.017 0.991 4.777
H 3.419 5.483 0.914
H -0.176 3.026 -4.554
H 4.616 0.098 3.132
H -1.032 -1.514 0.012
H -4.247 -5.115 2.141
H 0.481 -1.434 -4.871
H -1.942 -6.222 2.436
H -2.194 2.912 0.318
H -3.970 4.063 3.220
*
```

As for the strongest force on any atom: 1.35 eV/A. The SMILES is COC[C@H](C)N.COC[C@H](C)N.COC[C@H](C)N.CCO.CCO.CCO.CCO.CCO. Its energy is -44682.8846 eV. As for the energy above the lowest of the compared OMol25 structures with the same formula, charge and spin: 17.51 kcal/mol. The calculation puts the gap between HOMO and LUMO at 9.606 eV.

These are the Mulliken partial charges, in e, on atoms 1 to 6: atom 1 (O): -0.59, atom 2 (O): -0.57, atom 3 (O): -0.08, atom 4 (O): -0.35, atom 5 (O): -0.56, atom 6 (O): -0.34


> The highest strongest force on any atom belongs to which entry?

C22H62AlBrF4N10O3P3


> What is the strongest force on any atom in the first record?

5.32 eV/A


> Number 4 is which compound?

C22H63N3O8